{"formula": "C34H32FeGeN3O3S4Sb", "method": "ωB97M-V/def2-TZVPD", "gap_ev": [5.6, 5.6], "multiplicity": 5, "total_charge": -2, "de_lowest_kj_mol": 37.4, "total_energy_ha": -6878.7304, "symbols": ["Fe", "S", "Sb", "S", "S", "S", "C", "C", "C", "C", "C", "N", "C", "O", "N", "C", "C", "C", "C", "N", "C", "C", "C", "H", "H", "H", "H", "H", "H", "H", "H", "H", "H", "H", "H", "H", "O", "C", "O", "C", "C", "Ge", "C", "C", "C", "C", "C", "C", "C", "C", "C", "C", "C", "C", "C", "C", "C", "C", "C", "C", "H", "H", "H", "H", "H", "H", "H", "H", "H", "H", "H", "H", "H", "H", "H", "H", "H", "H", "H"], "xyz": [[1.948305, -1.444795, 2.988355], [5.298909, -1.860572, 6.407290], [4.111453, -0.567780, 4.921479], [4.315278, -1.496266, 2.689332], [1.744440, -0.799434, 5.306282], [4.628254, 1.716634, 4.857003], [-4.138722, 3.107670, 1.846328], [-2.769839, 3.711395, 2.032629], [-2.356152, 4.803289, 1.274351], [-1.098325, 5.356966, 1.439573], [-0.212234, 4.848559, 2.388618], [1.047555, 5.468044, 2.513046], [2.138942, 5.089901, 3.315966], [2.753236, 5.950966, 3.920212], [2.449973, 3.769767, 3.340386], [2.124492, 2.807349, 2.362705], [2.157461, 3.038233, 1.000542], [1.891182, 1.973626, 0.150783], [1.647183, 0.722785, 0.681022], [1.613392, 0.498617, 1.999061], [1.827101, 1.527437, 2.814219], [-0.623631, 3.770684, 3.166931], [-1.877991, 3.208928, 2.971843], [-4.923242, 3.812085, 2.133986], [-4.251856, 2.209182, 2.452516], [-4.312180, 2.829398, 0.806110], [-3.023896, 5.219376, 0.526811], [-0.781921, 6.188074, 0.818599], [1.028546, 6.471420, 2.425311], [3.145023, 3.435420, 4.021507], [2.394093, 4.021454, 0.615013], [1.908332, 2.101419, -0.923712], [1.476469, -0.137415, 0.049276], [1.785612, 1.325742, 3.878875], [0.028913, 3.366694, 3.927951], [-2.162417, 2.355088, 3.575678], [0.701917, -2.936038, 2.393727], [-0.054149, -2.786761, 1.389332], [-0.112857, -1.777135, 0.668255], [-0.945142, -3.946768, 0.962275], [-0.731576, -4.268317, -0.521694], [-0.569145, -2.697971, -1.709171], [1.239661, -1.970041, -1.870551], [1.496193, -0.934196, -2.764418], [2.755872, -0.347539, -2.831466], [3.776415, -0.797451, -2.006648], [3.542401, -1.843738, -1.123130], [2.284198, -2.424082, -1.061681], [-0.869438, -3.507952, -3.515100], [-1.451749, -2.814268, -4.576428], [-1.568400, -3.382372, -5.839724], [-1.102006, -4.668362, -6.070891], [-0.514976, -5.377302, -5.031579], [-0.400899, -4.798787, -3.774254], [-1.939046, -1.301860, -1.602949], [-1.647829, -0.039605, -1.087430], [-2.623993, 0.942445, -1.015133], [-3.916963, 0.672055, -1.442661], [-4.228595, -0.582367, -1.948766], [-3.240530, -1.559284, -2.034164], [-1.973043, -3.611015, 1.123435], [-0.765213, -4.818705, 1.591233], [-1.534577, -4.899302, -0.907205], [0.195738, -4.837773, -0.641975], [0.699840, -0.562204, -3.402490], [2.934031, 0.473513, -3.516718], [4.748885, -0.321872, -2.031481], [4.321413, -2.171182, -0.446639], [2.109942, -3.203340, -0.328597], [-1.822322, -1.807417, -4.416198], [-2.022858, -2.819624, -6.647210], [-1.191072, -5.114199, -7.054442], [-0.140659, -6.380140, -5.202207], [0.069091, -5.366903, -2.978468], [-0.654809, 0.170404, -0.715904], [-2.373396, 1.913912, -0.606359], [-4.684956, 1.434800, -1.377335], [-5.238323, -0.798674, -2.278163], [-3.488810, -2.532555, -2.444871]], "forces_ev_per_angstrom": [[0.21, 0.01, -0.05], [-0.16, 0.28, -0.24], [0.47, 0.16, 0.40], [-0.62, 0.13, 0.32], [0.23, -0.17, -0.43], [-0.10, -0.42, -0.01], [0.07, 0.03, 0.03], [-0.02, -0.02, 0.01], [0.00, 0.00, 0.00], [0.02, 0.01, -0.04], [0.04, -0.08, 0.04], [-0.01, 0.00, -0.02], [-0.11, -0.09, -0.02], [0.07, 0.05, 0.04], [-0.01, 0.00, -0.04], [-0.03, -0.01, -0.05], [-0.01, -0.01, 0.02], [0.01, 0.08, -0.06], [-0.02, -0.14, 0.03], [0.07, 0.17, -0.01], [0.01, 0.04, 0.05], [0.01, 0.01, 0.03], [0.01, 0.03, -0.01], [0.00, -0.01, 0.01], [0.00, 0.00, -0.02], [0.00, -0.02, -0.03], [0.00, 0.00, 0.00], [-0.01, 0.00, -0.01], [0.00, 0.02, 0.03], [-0.01, 0.05, 0.02], [0.01, 0.00, 0.00], [0.00, -0.01, 0.00], [0.00, 0.00, 0.02], [0.02, -0.05, 0.00], [0.01, -0.01, -0.01], [0.01, 0.00, 0.00], [-0.19, -0.05, 0.03], [0.13, -0.07, -0.11], [0.02, 0.07, -0.05], [0.02, -0.03, -0.03], [0.04, 0.14, 0.13], [0.01, -0.04, -0.02], [0.00, -0.08, 0.11], [0.02, 0.02, 0.01], [-0.02, -0.01, -0.01], [0.01, -0.01, 0.00], [0.01, 0.03, -0.01], [-0.07, 0.05, -0.02], [0.03, -0.01, 0.02], [0.02, 0.01, 0.00], [0.00, 0.00, -0.01], [0.00, -0.01, 0.01], [0.00, 0.00, 0.00], [-0.04, 0.02, -0.02], [-0.07, -0.11, -0.03], [-0.01, 0.00, -0.04], [0.00, 0.02, 0.01], [-0.07, -0.04, -0.03], [0.06, -0.02, 0.01], [0.01, 0.12, 0.05], [-0.03, -0.04, -0.01], [0.00, 0.02, 0.02], [-0.02, 0.00, -0.03], [0.00, -0.02, 0.00], [0.01, 0.01, -0.01], [0.00, 0.00, 0.00], [0.00, 0.01, 0.00], [0.00, 0.00, 0.02], [0.00, -0.01, 0.01], [-0.01, 0.00, 0.00], [0.00, 0.01, 0.01], [0.00, 0.00, 0.00], [0.00, 0.00, 0.00], [0.00, -0.01, -0.01], [0.02, 0.00, 0.01], [0.01, 0.03, 0.02], [0.01, 0.00, 0.00], [0.00, -0.01, 0.00], [-0.02, 0.00, -0.01]]}